No. 1
# C7H38NO12

A cluster of 13 separate species, C7H38NO12 in total at a distorted geometry (ωB97M-V with the def2-TZVPD basis set, OMol25).

```
58
C7H38NO12 (ωB97M-V with the def2-TZVPD basis set)
C -0.52 0.02 -0.79
C -0.38 -0.74 0.54
C -0.04 0.10 1.75
C -0.96 0.81 2.38
C 1.39 0.00 2.20
C 1.76 -1.40 2.67
C 1.45 -1.82 3.89
N -0.75 -0.96 -1.90
H -1.32 0.76 -0.83
H 0.34 0.61 -1.06
H -1.33 -1.26 0.69
H 0.33 -1.54 0.35
H -2.02 0.87 2.16
H -0.74 1.54 3.15
H 2.14 0.33 1.47
H 1.64 0.67 3.02
H 2.32 -2.00 1.96
H 1.79 -2.72 4.37
H 0.82 -1.17 4.50
H -0.92 -1.97 -1.69
H -1.57 -0.70 -2.45
H 0.03 -0.88 -2.55
H -1.42 -4.34 -1.02
H -0.37 -3.64 -0.13
O -0.92 -3.52 -0.93
H 2.82 3.79 2.97
H 2.01 2.56 3.14
O 2.19 3.24 2.48
H -0.14 -2.77 2.10
H 0.07 -4.24 2.30
O -0.13 -3.61 1.61
H 2.36 -0.43 -1.20
H 2.62 -1.68 -2.04
O 1.98 -0.97 -1.93
H -3.93 -0.59 0.34
H -5.14 -1.33 -0.28
O -4.21 -1.15 -0.38
H -4.11 -0.44 -2.09
H -4.33 0.17 -3.50
O -3.67 -0.22 -2.92
H -2.10 -3.03 2.78
H -3.09 -2.20 3.59
O -2.26 -2.14 3.11
H 2.37 0.62 -4.26
H 1.23 1.14 -3.32
O 2.20 1.09 -3.45
H -0.26 4.74 -2.84
H 0.33 4.08 -1.71
O -0.26 3.85 -2.45
H -0.67 2.09 -2.90
H -0.51 1.94 -4.40
O -0.44 1.43 -3.58
H 1.85 1.68 -0.65
H 3.02 1.55 -1.66
O 2.74 1.35 -0.75
H 2.15 4.78 0.46
H 2.48 3.42 0.03
O 2.08 4.24 -0.33
```

Its orbital gap is 10.0137 eV. Its net charge is +1. Its calculated total energy is -1246.90837 Eh.

No. 2
# C7H38O13

A cluster of 13 separate species, C7H38O13 in total at a distorted geometry (ωB97M-V with the def2-TZVPD basis set, OMol25).

```
58
C7H38O13 (ωB97M-V with the def2-TZVPD basis set)
C -0.46 1.31 -2.18
O 0.01 2.65 -1.95
C -0.69 0.70 -0.77
C -1.75 1.49 -0.01
C -2.15 0.92 1.27
C -3.12 -0.02 1.28
C -3.74 -0.40 2.60
C -1.02 1.03 2.35
H 0.48 0.85 -2.63
H -1.43 1.46 -2.69
H -0.54 3.30 -2.37
H 0.28 0.53 -0.27
H -1.04 -0.31 -0.89
H -1.78 2.55 -0.15
H -2.58 1.47 -0.83
H -3.65 -0.28 0.29
H -3.03 -1.12 2.99
H -3.76 0.42 3.28
H -4.66 -0.89 2.49
H -1.08 1.92 2.96
H -0.93 0.03 2.45
H 0.05 1.23 1.98
H 1.91 1.34 0.71
H 2.82 0.44 1.70
O 2.37 0.47 0.77
H 2.09 3.38 0.67
H 0.87 3.08 -0.23
O 1.35 2.84 0.61
H 2.56 -1.02 4.44
H 2.78 -1.42 2.99
O 3.33 -0.89 3.78
H -0.09 -2.20 0.62
H -1.42 -1.43 1.15
O -1.02 -2.00 0.46
H 0.21 -2.30 4.41
H 0.89 -1.52 3.30
O 0.66 -1.47 4.18
H 1.69 -1.02 1.13
H 1.89 -2.40 0.31
O 1.63 -1.96 1.18
H -1.29 -3.30 -2.11
H -1.32 -2.07 -1.23
O -1.01 -2.37 -2.10
H 3.69 -0.37 -2.91
H 4.50 -0.86 -1.78
O 4.31 -1.07 -2.71
H 3.83 0.83 -0.47
H 5.26 0.27 -0.11
O 4.64 0.61 -0.73
H -1.49 2.42 -4.47
H -2.83 1.63 -3.99
O -2.45 2.46 -4.08
H -3.50 -1.50 -3.59
H -2.87 -0.74 -2.54
O -3.27 -0.53 -3.46
H 1.27 -1.74 -1.72
H 2.52 -2.54 -1.99
O 2.08 -1.89 -1.41
```

Its orbital gap (spin up / spin down) is 7.8420 / 4.1855 eV. Its net charge is +1. Its calculated total energy is -1267.12674 Eh. As for the multiplicity: 2. As for the expectation value of S²: 0.754.

No. 3
# C7H39NO12

A cluster of 13 separate species, C7H39NO12 in total at a distorted geometry (ωB97M-V with the def2-TZVPD basis set, OMol25).

```
59
C7H39NO12 (ωB97M-V with the def2-TZVPD basis set)
C -2.32 1.26 1.79
C -0.77 1.30 1.97
C -0.28 -0.07 2.48
C 1.13 -0.50 2.13
C 2.20 -0.05 2.81
C 1.38 -1.42 0.90
C 0.71 -0.87 -0.32
N -0.30 2.27 2.92
H -2.69 2.02 0.97
H -2.62 0.15 1.60
H -2.77 1.57 2.73
H -0.24 1.64 1.05
H -0.38 -0.06 3.59
H -0.91 -0.90 2.07
H 3.17 -0.31 2.73
H 1.99 0.74 3.56
H 2.48 -1.59 0.66
H 0.87 -2.33 1.14
H -0.29 -0.40 -0.06
H 1.42 -0.23 -0.90
H 0.59 -1.65 -0.94
H -0.65 2.24 3.85
H -0.72 3.16 2.66
H 1.32 4.04 0.27
H 1.52 2.77 1.03
O 1.98 3.31 0.40
H -4.44 -0.68 -0.74
H -3.27 -1.41 -0.01
O -3.49 -0.77 -0.62
H 0.99 -4.60 -1.35
H 1.93 -3.57 -0.67
O 1.00 -4.06 -0.50
H -2.71 -3.21 1.60
H -4.18 -2.85 1.64
O -3.30 -2.56 1.28
H -2.70 0.30 -1.99
H -2.73 1.74 -2.28
O -2.49 0.95 -2.67
H 2.80 -2.14 -2.12
H 2.98 -2.94 -3.29
O 2.75 -3.09 -2.36
H 1.58 -0.09 -3.27
H 2.69 0.20 -2.26
O 2.40 -0.46 -2.95
H -0.18 4.11 0.36
H -0.65 3.53 -0.92
O -1.02 3.94 -0.07
H 3.50 2.47 -1.58
H 2.27 2.29 -0.81
O 2.71 1.79 -1.55
H -0.42 -0.69 -3.69
H -1.07 0.54 -3.98
O -0.14 0.18 -4.11
H 1.18 2.64 -1.80
H -0.10 2.30 -2.47
O 0.29 3.01 -2.03
H -0.86 -5.03 1.11
H -0.15 -3.74 1.37
O -0.99 -4.19 1.66
```

Its orbital gap is 9.4014 eV. Its calculated total energy is -1247.64822 Eh.

No. 4
# C7H41BrNO14S

A cluster of 14 separate species, C7H41BrNO14S in total at a distorted geometry (ωB97M-V with the def2-TZVPD basis set, OMol25).

```
65
C7H41BrNO14S (ωB97M-V with the def2-TZVPD basis set)
C -2.14 -1.16 -0.26
C -1.05 -1.00 -1.29
O -1.18 -0.18 -2.18
N 0.13 -1.77 -1.24
C 0.10 -3.03 -0.50
C 1.29 -0.94 -0.98
C 1.51 -0.57 0.50
C 2.20 0.78 0.76
C 2.18 1.76 -0.40
S 0.43 2.20 -0.69
Br 0.43 3.38 -2.50
H -1.89 -1.77 0.60
H -2.47 -0.17 0.04
H -3.00 -1.63 -0.76
H 1.08 -3.50 -0.60
H -0.60 -3.72 -0.94
H -0.14 -2.94 0.56
H 1.17 -0.06 -1.62
H 2.17 -1.47 -1.36
H 2.13 -1.35 0.95
H 0.56 -0.61 1.05
H 1.76 1.27 1.63
H 3.25 0.64 1.03
H 2.54 1.37 -1.35
H 2.72 2.68 -0.17
H 0.31 3.19 0.22
O -2.44 -5.15 -1.06
H -2.40 -5.25 -2.02
H -3.21 -5.66 -0.80
O 1.07 6.94 -3.28
H 1.00 6.29 -2.58
H 1.85 6.72 -3.80
O 1.73 5.45 0.25
H 2.42 5.40 0.92
H 1.88 4.71 -0.35
O 0.84 -6.10 -0.81
H -0.11 -5.98 -0.73
H 1.05 -6.77 -0.15
O -4.95 -3.85 -0.02
H -3.99 -3.77 -0.08
H -5.30 -3.00 -0.29
O -2.85 -3.57 1.92
H -3.81 -3.52 1.87
H -2.68 -4.32 2.51
O -0.41 5.51 2.44
H -0.03 5.61 1.56
H 0.04 6.15 3.00
O 3.43 -0.37 3.40
H 2.56 -0.73 3.20
H 3.94 -1.15 3.64
O -2.75 1.36 -3.72
H -2.42 2.25 -3.54
H -2.20 0.75 -3.21
O -1.49 -5.49 3.89
H -1.48 -6.25 4.48
H -0.57 -5.21 3.82
O 0.63 8.30 -0.72
H 0.76 8.31 -1.68
H 1.33 7.73 -0.39
O 4.57 -3.06 3.16
H 5.01 -3.19 2.31
H 5.03 -3.64 3.77
O -2.98 4.07 -2.57
H -2.65 4.89 -2.18
H -3.93 4.21 -2.67
```

Its orbital gap is 6.6844 eV. Its net charge is +1. Its calculated total energy is -4371.32270 Eh.